No. 1
Entry from the Open Molecules 2025 dataset: the ion C15H24BClN5O5S with charge +1 at a distorted geometry (ωB97M-V/def2-TZVPD).

Element x y z (Å)
O: 2.1731 3.1509 -0.3693
S: 0.6942 3.4783 -0.2122
O: 0.1818 2.6583 0.9378
Cl: 0.6130 5.5153 0.2431
C: -0.1457 3.0516 -1.8039
C: -1.6712 2.5785 -1.6499
C: -1.8537 1.0582 -1.1756
C: -1.8739 -0.0125 -2.3883
N: -0.6441 0.1240 -3.2251
N: -0.6918 1.0080 -4.2420
N: 0.5044 1.0141 -4.8611
C: 1.3070 0.0545 -4.1394
B: 2.8604 -0.2508 -4.5239
O: 3.3090 -1.0569 -5.6074
O: 3.8629 0.3862 -3.6793
N: 0.5130 -0.5514 -3.0649
C: 0.9331 -1.6136 -2.1060
C: 0.5725 -1.3335 -0.5708
C: 1.2902 -2.3791 0.4521
N: 1.0786 -1.9010 1.8575
C: -0.2919 -2.2562 2.3200
C: -0.8172 -1.3814 3.5462
C: -1.8290 -0.2101 3.3577
C: -2.3124 0.5793 4.5937
C: -1.8245 0.2360 6.0180
C: -0.8035 -0.9231 6.1688
C: -0.3068 -1.7444 4.9576
O: 0.6110 -2.8273 5.0938
H: -0.1668 4.0196 -2.4342
H: 0.5331 2.3258 -2.3589
H: -2.1529 3.2777 -0.8710
H: -2.2635 2.7345 -2.6165
H: -1.0448 0.8482 -0.3967
H: -2.8599 0.9939 -0.6253
H: -2.7636 0.2932 -3.0518
H: -2.0715 -1.0750 -2.0304
H: 4.2250 -1.3251 -5.3606
H: 3.4521 1.2662 -3.4718
H: 0.4824 -2.6291 -2.4029
H: 2.0792 -1.7468 -2.1554
H: 0.8231 -0.2874 -0.1936
H: -0.5698 -1.4845 -0.4728
H: 2.4131 -2.3819 0.1852
H: 0.9087 -3.4448 0.2927
H: 1.2477 -0.8849 1.8551
H: -0.3160 -3.3607 2.6590
H: -1.1024 -2.1823 1.4993
H: -2.2008 0.0359 2.3074
H: -3.0522 1.4447 4.4561
H: -2.1522 0.7561 6.9776
H: -0.4031 -1.2174 7.1976
H: 1.5164 -2.4281 5.0847

net charge = +1
E_LUMO = -0.1747 Eh
orbital gap = 5.87 eV
HOMO level = -10.623 eV
multiplicity = 1
SMILES string = O=S(=O)(Cl)CCCCn1nnc(B(O)O)[n+]1CCCNCc1ccccc1O
electronic energy = -2118.720556 a.u.



No. 2
Entry from the Open Molecules 2025 dataset: a cluster of 11 separate species, C44H66O33 in total at a distorted geometry (ωB97M-V/def2-TZVPD).

Element x y z (Å)
C: -1.5794 1.2931 0.7078
C: -0.2520 0.6779 0.3168
C: 0.0826 -0.3659 1.2610
O: 0.1051 -1.5612 0.4926
C: 0.1383 -1.1933 -0.7348
O: 0.6084 -1.8257 -1.6795
O: -0.1843 0.0591 -0.8954
H: -2.4108 0.5882 0.7020
H: -1.8320 1.9654 -0.1122
H: -1.5074 1.7846 1.6780
H: 0.4242 1.5086 0.5184
H: -0.7047 -0.3812 2.0147
H: 1.0507 -0.1754 1.7240
C: -1.5252 -7.3698 -5.1472
C: -1.6209 -7.0655 -3.5757
C: -0.4211 -7.7387 -2.9204
O: 0.0044 -6.7650 -1.9430
C: -0.3462 -5.5738 -2.4870
O: 0.0872 -4.5584 -2.0823
O: -1.2809 -5.7054 -3.4943
H: -0.6258 -6.9603 -5.6071
H: -2.4536 -6.9877 -5.5718
H: -1.4570 -8.4553 -5.2186
H: -2.5325 -7.3737 -3.0637
H: 0.3555 -8.0097 -3.6356
H: -0.7051 -8.6584 -2.4090
C: 2.7846 3.6841 -1.0190
C: 3.7319 2.5948 -1.3078
C: 3.2530 1.4328 -2.0547
O: 4.3742 1.1866 -2.8619
C: 5.1802 2.2047 -2.9388
O: 6.2219 2.2134 -3.5301
O: 4.7505 3.1107 -2.0715
H: 3.2590 4.4716 -0.4335
H: 1.9053 3.3786 -0.4519
H: 2.3830 4.0978 -1.9441
H: 4.0064 2.2198 -0.3218
H: 2.2390 1.5004 -2.4490
H: 3.1880 0.4676 -1.5525
C: 4.0760 1.8968 5.8848
C: 4.2362 2.7800 4.6072
C: 4.6654 2.0956 3.2744
O: 3.4657 1.8587 2.6163
C: 2.4699 2.5217 3.2776
O: 1.3295 2.5207 2.9360
O: 2.9979 3.3544 4.2104
H: 3.3604 1.1193 5.6174
H: 3.6947 2.4867 6.7183
H: 5.0863 1.6416 6.2046
H: 4.7983 3.6886 4.8232
H: 5.1304 1.1563 3.5736
H: 5.2967 2.7057 2.6284
C: 4.5948 -2.0823 -2.2519
C: 3.5824 -3.1025 -2.5253
C: 4.1726 -4.3734 -3.2084
O: 3.5361 -5.4220 -2.4673
C: 2.9829 -4.9777 -1.3309
O: 2.6846 -5.7042 -0.3849
O: 2.9202 -3.6280 -1.3628
H: 5.4945 -2.5823 -1.8932
H: 4.2391 -1.2515 -1.6425
H: 4.6795 -1.6169 -3.2340
H: 2.7785 -2.6834 -3.1304
H: 5.1878 -4.5357 -2.8463
H: 4.0094 -4.3869 -4.2860
C: -3.9688 3.2588 -2.2792
C: -5.1120 4.2064 -2.7922
C: -6.3735 3.7575 -3.5350
O: -7.4187 4.1333 -2.7284
C: -7.0251 4.6340 -1.6369
O: -7.8606 5.0416 -0.7783
O: -5.6604 4.5566 -1.5557
H: -4.3657 2.3841 -1.7641
H: -3.2677 3.8459 -1.6860
H: -3.2467 2.9081 -3.0166
H: -4.8265 5.2071 -3.1165
H: -6.2996 2.6983 -3.7816
H: -6.4651 4.3446 -4.4488
C: 0.9630 5.9700 2.9878
C: 1.0728 5.5933 1.4807
C: -0.1255 4.9009 0.8219
O: -0.1278 5.4739 -0.4397
C: 0.8192 6.4613 -0.5714
O: 1.1767 6.8750 -1.6750
O: 1.3515 6.6773 0.5590
H: -0.0816 6.1493 3.2425
H: 1.5083 6.9033 3.1281
H: 1.5197 5.2078 3.5330
H: 1.7624 4.7502 1.5216
H: -1.0603 4.9414 1.3811
H: 0.0845 3.8801 0.5027
C: -0.2404 -0.1488 5.1871
C: -1.7159 -0.4060 5.3566
C: -2.4927 0.9064 5.2200
O: -3.6677 0.3913 4.5713
C: -3.4154 -0.7532 3.9720
O: -4.1881 -1.3243 3.2231
O: -2.2497 -1.2342 4.3363
H: -0.0814 0.4378 4.2823
H: 0.4118 -1.0155 5.2950
H: 0.0101 0.6364 5.9004
H: -1.8475 -0.8617 6.3380
H: -1.9446 1.5869 4.5683
H: -2.7343 1.3436 6.1888
C: -1.8656 -1.8463 -4.2088
C: -3.0538 -2.2727 -3.3752
C: -3.2209 -2.0535 -1.9133
O: -3.6008 -0.7568 -1.7268
C: -4.2701 -0.4811 -2.7979
O: -5.2065 0.3534 -2.9020
O: -3.9877 -1.3847 -3.8152
H: -1.3261 -2.7583 -4.4647
H: -1.1801 -1.1822 -3.6823
H: -1.9906 -1.5184 -5.2407
H: -3.3515 -3.2787 -3.6708
H: -2.2805 -2.2011 -1.3823
H: -3.9874 -2.6035 -1.3673
C: -6.1935 -0.8626 1.1566
C: -6.1116 0.3655 0.3739
C: -7.2299 1.3795 0.7423
O: -6.4696 2.4705 1.1540
C: -5.1109 2.3245 1.1054
O: -4.2556 3.1500 1.3275
O: -4.8708 1.0737 0.5869
H: -6.1074 -0.6290 2.2178
H: -5.3893 -1.5603 0.9229
H: -7.1182 -1.4376 1.1081
H: -6.1394 0.1856 -0.7008
H: -7.8998 1.0889 1.5515
H: -7.8631 1.6853 -0.0906
C: 7.6105 -2.7305 1.2587
C: 6.1698 -3.0181 0.9325
C: 5.4188 -3.9022 2.0506
O: 4.1423 -3.3544 2.2094
C: 4.0685 -2.1105 1.6105
O: 3.0783 -1.3971 1.4555
O: 5.2694 -1.8922 1.0243
H: 8.0331 -1.9621 0.6114
H: 8.1864 -3.6466 1.1281
H: 7.6591 -2.4366 2.3072
H: 6.1676 -3.6208 0.0243
H: 5.9630 -3.7047 2.9741
H: 5.3333 -4.9878 2.0035

E_LUMO = -0.0006 Eh
orbital gap = 9.87 eV
energy above the lowest of the compared OMol25 structures with the same formula, charge and spin = 810.6 kJ/mol
HOMO level = -9.883 eV
multiplicity = 1
SMILES string = C[C@H]1COC(=O)O1.C[C@H]1COC(=O)O1.C[C@H]1COC(=O)O1.C[C@H]1COC(=O)O1.C[C@H]1COC(=O)O1.C[C@H]1COC(=O)O1.C[C@H]1COC(=O)O1.C[C@H]1COC(=O)O1.C[C@H]1COC(=O)O1.C[C@H]1COC(=O)O1.C[C@H]1COC(=O)O1
electronic energy = -4199.058638 a.u.



No. 3
Entry from the Open Molecules 2025 dataset: a structure of composition C3H8N2O2 at a distorted geometry (ωB97M-V/def2-TZVPD).

Element x y z (Å)
C: 1.0537 0.9707 0.5804
N: -1.1614 0.3612 -0.4647
C: 0.2629 0.7096 -0.6701
O: -1.9071 0.9678 0.6164
O: 0.6154 1.0430 -1.7856
H: -1.9991 1.9019 0.3543
H: -1.6653 0.3246 -1.3512
H: 0.5802 0.6400 1.5039
H: 2.0127 0.4602 0.4996
H: 1.2275 2.0464 0.6703
C: 0.2407 -1.9067 -0.4152
N: 0.6982 -2.3308 0.6969
H: 0.4212 -1.6981 1.4612
H: 0.4819 -2.4775 -1.3266
H: -0.8614 -1.0122 -0.3696

E_LUMO = 0.0050 Eh
orbital gap = 8.01 eV
energy above the lowest of the compared OMol25 structures with the same formula, charge and spin = 571.5 kJ/mol
HOMO level = -7.869 eV
multiplicity = 1
electronic energy = -378.923349 a.u.



- Look up the E_LUMO of the third one.
  0.0050 Eh



- Among the records above, which one has the lowest electronic energy?
  C44H66O33